No. 1
Formula: C21H28Cl3MoO4
Source: OMol25
Level of theory: the ωB97M-V functional and the def2-TZVPD basis

The calculation puts the orbital gap (alpha / beta) at 5.46 / 5.46 eV. Its multiplicity is 3. The value obtained for the relative energy (zero: lowest compared OMol25 entry of this formula, charge and spin) is 118.8 kJ/mol. The charge is +1. The LUMO energy (alpha / beta) is -5.91 / -5.92 eV. Its expectation value of S² is 2.06.

CARTESIAN COORDINATES (ANGSTROEM)
O1 -1.487 0.520 -0.941
C1 -1.683 -0.970 -0.972
C2 -1.922 -0.964 -2.460
H1 -2.536 -1.293 -0.385
H2 -0.763 -1.500 -0.696
C3 -1.316 0.488 -2.356
H3 -2.981 -1.139 -2.702
H4 -1.229 -1.576 -3.042
C4 -2.046 1.688 -2.893
H5 -2.941 1.918 -2.306
H6 -2.291 1.508 -3.938
H7 -1.374 2.552 -2.832
C5 0.117 0.232 -2.835
H8 0.541 -0.656 -2.320
H9 0.796 1.045 -2.561
H10 0.063 0.046 -3.930
Mo1 2.985 0.068 0.102
C6 4.350 -1.506 -0.746
C7 4.007 -2.089 0.536
C8 2.618 -2.461 0.494
H11 4.705 -2.310 1.335
C9 2.102 -2.145 -0.798
C10 3.154 -1.521 -1.566
H12 3.102 -1.256 -2.618
H13 5.339 -1.198 -1.067
H14 2.078 -2.976 1.280
H15 1.126 -2.438 -1.179
C11 4.351 1.804 -0.059
C12 3.717 1.652 -1.344
C13 2.325 1.924 -1.183
H16 4.220 1.514 -2.296
C14 2.042 2.068 0.221
C15 3.317 2.084 0.915
H17 3.465 2.335 1.956
H18 5.417 1.866 0.117
H19 1.662 2.282 -1.976
H20 1.049 2.187 0.649
O2 -3.256 0.564 0.696
C16 -4.353 0.371 -0.237
C17 -5.643 0.079 0.515
H21 -4.070 -0.513 -0.828
H22 -4.405 1.175 -0.974
C18 -5.136 -0.383 1.915
H23 -6.206 -0.733 0.072
H24 -6.320 0.914 0.672
C19 -3.614 -0.053 1.942
H25 -5.308 -1.470 2.008
H26 -5.662 0.126 2.737
H27 -3.052 -1.019 2.042
H28 -3.335 0.634 2.769
Cl1 3.127 -0.275 6.196
C20 1.833 -0.283 5.014
Cl2 0.888 -1.763 5.164
Cl3 0.795 1.161 5.188
C21 2.432 -0.141 3.478
O3 3.430 0.595 3.417
O4 1.774 -0.769 2.610


No. 2
Formula: C21H28Cl3O4Sr
Source: OMol25
Level of theory: the ωB97M-V functional and the def2-TZVPD basis

The calculation puts the orbital gap at 3.64 eV. The charge is -1. The LUMO energy is 1.60 eV.

CARTESIAN COORDINATES (ANGSTROEM)
O1 -2.308 0.196 0.924
C1 -3.703 -0.158 0.415
C2 -4.462 1.034 0.858
H1 -4.112 -1.051 0.932
H2 -3.670 -0.210 -0.689
C3 -3.055 1.384 1.349
H3 -5.174 0.746 1.659
H4 -4.914 1.540 -0.012
C4 -3.063 1.458 2.876
H5 -3.181 0.439 3.275
H6 -3.968 2.025 3.090
H7 -2.158 1.880 3.350
C5 -2.384 2.563 0.674
H8 -1.992 2.306 -0.316
H9 -1.490 2.868 1.249
H10 -3.129 3.355 0.550
Sr1 0.235 -0.210 1.699
C6 3.634 0.026 -0.979
C7 3.094 -1.078 -1.724
C8 1.978 -0.620 -2.475
H11 3.514 -2.091 -1.780
C9 1.744 0.722 -2.086
C10 2.753 1.115 -1.152
H12 2.853 2.092 -0.684
H13 4.585 -0.013 -0.446
H14 1.479 -1.251 -3.227
H15 0.951 1.371 -2.461
C11 3.414 -0.124 2.634
C12 3.242 1.240 2.313
C13 2.354 1.817 3.257
H16 3.738 1.727 1.467
C14 1.868 0.774 4.103
C15 2.553 -0.437 3.719
H17 2.604 -1.400 4.251
H18 4.210 -0.736 2.201
H19 2.166 2.900 3.366
H20 1.200 0.877 4.983
O2 -1.919 -0.862 -1.747
C16 -1.515 0.408 -2.313
C17 -1.300 0.010 -3.753
H21 -0.596 0.748 -1.733
H22 -2.285 1.207 -2.025
C18 -2.694 -0.724 -4.073
H23 -0.394 -0.669 -3.828
H24 -1.028 0.934 -4.264
C19 -2.732 -1.532 -2.698
H25 -2.677 -1.494 -4.912
H26 -3.468 0.073 -4.339
H27 -2.120 -2.433 -2.853
H28 -3.655 -1.805 -2.127
Cl1 4.366 -4.714 -0.223
C20 4.098 -3.230 0.650
Cl2 4.030 -3.643 2.380
Cl3 5.466 -2.141 0.261
C21 2.698 -2.540 0.289
O3 2.329 -2.852 -0.917
O4 1.994 -1.818 1.065


No. 3
Formula: C21H28Cl3O4W
Source: OMol25
Level of theory: the ωB97M-V functional and the def2-TZVPD basis

The calculation puts the orbital gap (alpha / beta) at 4.16 / 3.99 eV. Its multiplicity is 3. The value obtained for the relative energy (zero: lowest compared OMol25 entry of this formula, charge and spin) is 154.2 kJ/mol. The charge is +1. The LUMO energy (alpha / beta) is -6.71 / -6.87 eV. Its expectation value of S² is 2.02.

CARTESIAN COORDINATES (ANGSTROEM)
O1 -0.767 -0.607 -2.390
C1 -0.851 0.724 -3.063
C2 -0.284 0.250 -4.392
H1 -0.200 1.476 -2.598
H2 -1.891 1.083 -3.103
C3 -0.404 -1.112 -3.721
H3 0.785 0.498 -4.523
H4 -0.892 0.383 -5.286
C4 0.945 -1.769 -3.866
H5 1.772 -1.118 -3.550
H6 1.083 -1.925 -4.950
H7 0.980 -2.738 -3.361
C5 -1.497 -1.971 -4.338
H8 -2.472 -1.471 -4.359
H9 -1.612 -2.903 -3.782
H10 -1.231 -2.219 -5.374
W1 -0.965 -1.438 1.575
C6 -2.574 -1.233 3.299
C7 -1.904 0.041 3.074
C8 -2.405 0.569 1.825
H11 -1.332 0.599 3.818
C9 -3.296 -0.391 1.236
C10 -3.384 -1.516 2.128
H12 -4.071 -2.348 1.969
H13 -2.624 -1.724 4.274
H14 -2.223 1.591 1.474
H15 -3.850 -0.300 0.306
C11 0.228 -2.101 3.355
C12 -0.142 -3.234 2.555
C13 0.398 -3.054 1.240
H16 -0.643 -4.147 2.863
C14 1.070 -1.785 1.222
C15 1.015 -1.225 2.547
H17 1.651 -0.415 2.896
H18 0.094 -1.985 4.437
H19 0.413 -3.784 0.444
H20 1.690 -1.438 0.403
O2 2.363 1.406 -1.974
C16 1.934 0.547 -0.878
C17 0.661 1.120 -0.234
H21 2.735 0.550 -0.099
H22 1.812 -0.479 -1.258
C18 0.800 2.628 -0.568
H23 0.700 1.010 0.860
H24 -0.259 0.681 -0.669
C19 1.959 2.729 -1.592
H25 1.000 3.106 0.406
H26 -0.145 3.030 -0.949
H27 2.841 3.257 -1.188
H28 1.623 3.226 -2.515
Cl1 3.191 1.609 4.189
C20 2.204 3.041 3.800
Cl2 2.266 4.264 5.077
Cl3 2.808 3.741 2.286
C21 0.603 2.531 3.677
O3 0.292 1.946 4.735
O4 0.004 2.792 2.607


No. 4
Formula: C21H28F5O2Tc
Source: OMol25
Level of theory: the ωB97M-V functional and the def2-TZVPD basis

The calculation puts the orbital gap (alpha / beta) at 5.64 / 5.20 eV. Its multiplicity is 4. The value obtained for the relative energy (zero: lowest compared OMol25 entry of this formula, charge and spin) is 308.7 kJ/mol. The charge is +1. The LUMO energy (alpha / beta) is -5.50 / -5.94 eV. Its expectation value of S² is 3.79.

CARTESIAN COORDINATES (ANGSTROEM)
O1 0.762 0.918 -1.615
C1 1.358 1.800 -2.524
C2 0.173 2.786 -2.489
H1 1.614 1.390 -3.531
H2 2.258 2.265 -2.114
C3 -0.376 1.787 -1.383
H3 -0.187 2.889 -3.525
H4 0.515 3.718 -1.992
C4 -1.649 1.009 -1.464
H5 -1.589 0.195 -2.193
H6 -2.426 1.736 -1.741
H7 -1.872 0.466 -0.546
C5 -0.477 2.480 -0.055
H8 0.387 2.943 0.411
H9 -0.841 1.798 0.710
H10 -1.296 3.202 -0.080
Tc1 -0.491 -0.389 3.031
C6 0.753 0.816 4.103
C7 2.141 0.397 4.112
C8 2.738 0.782 2.897
H11 2.640 -0.008 4.985
C9 1.790 1.351 2.042
C10 0.499 1.378 2.718
H12 -0.192 2.198 2.536
H13 0.220 1.144 4.997
H14 3.795 0.675 2.671
H15 1.970 1.765 1.051
C11 -2.043 -0.316 4.580
C12 -2.049 0.880 3.784
C13 -2.392 0.511 2.434
H16 -1.904 1.888 4.169
C14 -2.566 -0.920 2.388
C15 -2.378 -1.408 3.725
H17 -2.516 -2.433 4.058
H18 -1.889 -0.387 5.654
H19 -2.633 1.185 1.618
H20 -2.923 -1.493 1.540
O2 -0.333 -1.327 -2.960
C16 -0.448 -0.593 -4.230
C17 0.262 -1.372 -5.359
H21 0.102 0.376 -4.115
H22 -1.498 -0.354 -4.446
C18 1.228 -2.343 -4.567
H23 0.837 -0.680 -6.000
H24 -0.392 -1.912 -6.069
C19 0.783 -2.272 -3.078
H25 2.275 -1.971 -4.647
H26 1.260 -3.368 -4.986
H27 1.526 -1.762 -2.441
H28 0.555 -3.271 -2.644
F1 1.871 -2.342 2.949
C20 1.011 -1.795 2.002
F2 1.774 -1.190 1.004
C21 0.242 -2.936 1.329
F3 1.099 -3.852 0.804
F4 -0.572 -3.590 2.196
F5 -0.502 -2.447 0.296


Q: What is the charge in the first record?
A: +1